Molecular formula: C32H36ClI2O6
Method: DFT, ωB97M-V/def2-TZVPD

Geometry as XYZ:
```
77
Properties=species:S:1:pos:R:3:forces:R:3
C 3.03962 0.76566 3.31180 0.866 -0.059 -0.366
C 3.90777 0.79528 1.94752 0.082 -0.717 0.695
C 3.27903 -0.21812 0.85646 0.162 0.196 -0.094
C 1.66883 -0.27521 0.87936 -2.713 0.326 -0.283
C 0.87438 -1.47748 1.53208 -1.057 2.560 -1.239
C 1.72726 -2.68887 2.13912 -0.331 0.545 0.062
C 2.00981 -3.89592 1.11691 -0.304 -1.598 1.113
C 0.76877 -4.89762 0.89693 -0.511 1.309 0.004
I 2.70622 -3.29285 -0.85456 -0.017 -0.233 0.639
C -0.70608 -1.43586 1.55991 1.912 3.014 -1.677
I -1.82581 -3.06729 2.52784 0.804 1.553 -0.721
C -1.46841 -0.22900 0.89606 2.739 -0.093 0.043
C -0.66008 0.96096 0.23781 1.015 -2.198 1.044
C 0.90842 0.95120 0.23184 -1.699 -2.363 0.680
C 1.71210 2.17497 -0.41492 -1.046 1.011 2.935
C 1.67149 3.31720 0.88040 2.908 2.263 -0.579
C 3.06015 4.25216 1.00668 -5.035 0.299 -0.674
O 1.64839 4.77170 0.46336 1.634 -3.943 0.919
C -1.52812 2.14551 -0.43126 1.079 0.880 -0.007
O -1.12025 3.33279 -0.53407 -1.715 -4.345 0.185
C -2.96190 1.66732 -1.01039 -0.991 -1.724 0.979
O -3.45989 2.39158 -2.14425 -0.129 0.952 3.036
C -4.00594 3.66236 -1.79096 0.033 3.981 -2.897
O -3.89041 4.57994 -2.65135 -0.643 -4.030 3.392
C -4.78861 4.01288 -0.45424 -1.742 0.339 3.858
C -4.04530 4.24954 0.88205 -3.375 0.403 0.247
C -4.81415 4.63585 2.19931 -2.072 -0.517 -2.638
C -6.35463 4.75894 2.25759 2.182 -1.004 -4.114
C -7.12660 4.52135 0.90774 3.800 -0.132 0.439
C -6.35601 4.17991 -0.41356 1.091 0.404 2.923
C -3.69404 0.59134 -0.46003 1.598 1.314 -0.274
C -5.08558 0.01320 -0.97519 0.946 -1.184 -0.063
Cl -6.56142 0.88179 -0.23464 1.243 -0.612 -0.551
C -5.22368 -0.12121 -2.56900 -1.443 0.354 -0.779
C -5.69442 -1.61493 -2.98930 0.624 0.592 0.007
C -3.05438 -0.13424 0.83927 -1.386 -0.065 0.927
O -3.85677 -0.53509 1.71715 2.987 1.025 -2.918
H 3.70969 1.09607 4.19575 -1.279 -0.307 -1.412
H 2.77584 -0.34205 3.49753 0.086 1.872 -0.159
H 2.10388 1.42958 3.21012 1.414 -1.237 0.392
H 4.08221 1.84462 1.53016 -0.503 -1.439 0.668
H 4.94226 0.36657 2.22078 -1.497 0.718 -0.588
H 3.66470 0.11208 -0.18422 -0.878 -0.755 1.598
H 3.76773 -1.24071 1.04448 -1.120 1.542 -0.403
H 2.75169 -2.30989 2.50948 -1.725 -0.404 -0.759
H 1.18742 -3.06173 3.09463 0.738 0.344 -1.686
H 2.85579 -4.52733 1.58404 -1.151 1.193 -0.859
H 0.29622 -5.12929 1.91566 0.755 0.112 -1.470
H 1.02722 -5.85250 0.33063 -0.084 1.424 0.815
H -0.01505 -4.30344 0.28301 1.138 -1.190 0.970
H 2.81316 1.96501 -0.61268 -1.738 0.075 0.120
H 1.16624 2.68486 -1.27832 0.811 -0.929 1.223
H 1.13273 2.98222 1.90027 1.075 1.041 -2.635
H 3.84601 4.16266 0.18663 -1.136 0.240 1.405
H 3.09080 4.94788 1.90836 0.982 -1.627 -1.112
H -2.91323 4.18220 0.96900 -1.750 0.086 -0.370
H -4.21436 4.82929 3.14726 -0.830 -0.360 -1.545
H -6.92862 5.02081 3.20937 1.069 -0.449 -1.552
H -8.26913 4.61379 0.96335 1.999 -0.229 -0.510
H -7.00657 4.02325 -1.33830 1.301 0.199 1.370
H -5.15892 -1.06334 -0.55515 0.135 1.943 -0.455
H -6.08494 0.57538 -2.91067 1.537 -0.919 0.639
H -4.30554 0.22077 -3.16149 -1.139 -0.671 1.168
H -6.74667 -1.82640 -2.56734 1.807 0.178 -0.552
H -5.71952 -1.73890 -4.13875 0.002 0.336 1.895
H -4.89302 -2.32565 -2.58685 -1.399 0.653 -0.504
C 5.90966 -4.30952 -3.37629 0.024 -0.503 -0.915
C 7.23198 -4.04794 -2.62852 -1.396 -0.692 1.455
C 7.78105 -5.38707 -2.09737 0.365 -0.678 -0.672
O 6.96817 -3.26025 -1.57967 0.411 1.182 0.277
H 5.14903 -4.76355 -2.73035 0.232 0.091 0.182
H 5.49328 -3.38270 -3.78699 0.150 0.040 0.158
H 6.07312 -4.99591 -4.22018 -0.133 -0.073 -0.182
H 7.95360 -3.70864 -3.39897 0.350 0.415 -0.163
H 7.08472 -5.87770 -1.40738 -0.088 0.296 -0.036
H 8.73275 -5.24732 -1.57305 -0.135 0.181 -0.019
H 7.96483 -6.08502 -2.92745 0.103 -0.202 -0.030
```
Positions in Å, forces in eV/Å.

Output
Total charge   -1
LUMO   -0.10 eV
Kohn-Sham gap   2.38 eV
Strongest force on any atom   5.307 eV/A

Molecular formula: C32H36ClN7O2S3SiTi
Method: DFT, ωB97M-V/def2-TZVPD

Geometry as XYZ:
```
83
Properties=species:S:1:pos:R:3:forces:R:3
Ti -0.80164 -0.35693 0.29868 0.295 -0.045 -0.315
C -2.03845 -3.95251 1.25902 -0.027 0.052 0.045
C -0.71126 -3.27642 1.32924 0.060 -0.044 -0.062
O -0.45936 -2.26256 0.60818 0.144 -0.287 0.009
N 0.22928 -3.79375 2.08758 -0.093 0.089 -0.068
C 1.55450 -3.20415 2.27096 0.053 -0.008 -0.069
C 1.51241 -2.15023 3.35753 -0.050 -0.018 -0.073
C 2.44376 -2.09952 4.38194 -0.077 0.000 -0.008
C 2.27230 -1.15023 5.38019 0.016 0.000 0.007
C 1.17330 -0.30936 5.32395 -0.002 0.024 -0.013
C 0.30652 -0.42773 4.24613 0.028 -0.007 0.074
N 0.48076 -1.30907 3.26945 -0.011 -0.030 0.003
H -2.11610 -4.48678 0.31058 0.021 0.016 -0.018
H -2.81088 -3.18626 1.28848 -0.026 -0.045 0.004
H -2.18556 -4.65982 2.07175 0.002 -0.004 0.002
H -0.02585 -4.58971 2.65265 0.032 -0.013 0.010
H 1.85664 -2.76316 1.31935 -0.024 -0.032 0.066
H 2.24954 -4.00792 2.50675 -0.012 0.042 0.070
H 3.26410 -2.80291 4.41619 0.028 -0.009 -0.001
H 2.96998 -1.09205 6.20494 0.003 0.003 -0.004
H 0.98177 0.41376 6.10517 -0.003 -0.011 0.019
H -0.58213 0.19156 4.16746 -0.003 -0.008 -0.006
C 4.82950 -0.87059 -0.92518 0.028 0.057 -0.132
Si 4.20519 -0.05955 -2.49082 0.088 -0.036 0.043
C 4.95905 1.64099 -2.69405 -0.081 -0.072 0.037
C 4.57552 -1.14639 -3.96755 -0.061 0.057 0.087
C 2.30795 0.20351 -2.49679 0.023 -0.006 0.005
C 1.74605 0.64512 -3.68354 -0.071 0.012 -0.081
C 0.37362 0.87583 -3.81980 -0.057 -0.008 0.087
C -0.43296 0.64406 -2.73750 0.079 -0.008 -0.058
N 0.07650 0.22079 -1.56374 -0.042 0.216 -0.287
C 1.39980 0.02105 -1.44126 0.114 0.038 0.030
S 1.76556 -0.46249 0.18436 -0.311 -0.026 0.068
H 5.90741 -1.01014 -1.03964 0.021 -0.011 0.002
H 4.38723 -1.85182 -0.75510 -0.034 -0.027 -0.010
H 4.66845 -0.26200 -0.03654 -0.006 0.031 0.016
H 6.04591 1.57324 -2.75258 0.044 -0.019 -0.002
H 4.71499 2.28665 -1.84803 -0.002 0.006 0.018
H 4.61359 2.13706 -3.60251 -0.018 -0.007 -0.022
H 5.64598 -1.34849 -4.02270 0.043 0.005 0.008
H 4.28656 -0.68553 -4.91306 -0.010 0.021 -0.011
H 4.06238 -2.10674 -3.89313 -0.005 -0.013 0.013
H 2.38178 0.81967 -4.54441 0.020 -0.001 -0.010
H -0.05064 1.22276 -4.75029 -0.005 0.003 -0.009
H -1.50065 0.79365 -2.78601 -0.012 0.010 -0.002
S -7.68399 0.06568 -3.21670 0.096 -0.037 0.150
N -6.58922 -1.11469 -3.21240 0.028 0.001 -0.098
C -5.53282 -0.65696 -2.55842 -0.134 -0.030 -0.032
C -4.30147 -1.38197 -2.33384 0.127 0.007 0.071
C -4.02627 -2.63913 -2.87199 0.044 0.015 0.026
C -2.79065 -3.19982 -2.63393 0.045 0.029 0.032
C -1.88589 -2.52746 -1.81681 -0.027 -0.023 -0.041
N -2.15123 -1.34817 -1.26452 0.035 -0.038 0.084
C -3.32193 -0.75656 -1.55673 -0.050 0.008 -0.025
C -3.47733 0.61580 -1.09311 -0.048 0.018 -0.083
N -2.41131 1.15416 -0.46794 -0.038 0.028 0.060
C -2.48353 2.43200 -0.12163 0.007 0.005 0.036
C -3.60155 3.22948 -0.35895 0.027 -0.023 -0.007
C -4.70057 2.68112 -0.97632 0.033 -0.058 0.009
C -4.63864 1.34152 -1.36714 0.146 0.006 0.063
C -5.69848 0.66303 -2.08188 -0.131 0.012 -0.004
N -6.87792 1.18308 -2.38390 0.001 0.068 -0.077
H -4.76959 -3.13452 -3.48207 -0.015 -0.004 -0.004
H -2.51284 -4.15161 -3.06299 -0.003 -0.013 -0.002
H -0.91470 -2.95145 -1.60208 -0.011 -0.008 0.012
H -1.62004 2.83250 0.38571 -0.034 0.002 -0.022
H -3.58907 4.26542 -0.05255 -0.002 0.003 0.008
H -5.59462 3.25694 -1.17486 -0.003 0.002 -0.007
O -0.31023 1.29698 1.25958 -0.174 0.110 -0.036
S 0.93370 1.90642 1.95329 0.031 -0.185 0.217
C 1.35281 3.41170 1.06875 0.068 0.006 -0.038
C 1.87119 4.29745 2.19680 0.040 0.006 -0.084
C 0.80541 4.25371 3.29652 -0.046 0.011 0.088
C 0.22847 2.82624 3.35316 0.005 0.167 -0.088
H 0.44375 3.81552 0.61933 -0.010 -0.047 -0.003
H 2.07884 3.17106 0.29500 0.022 0.003 -0.004
H 2.05181 5.30763 1.83372 -0.005 -0.001 0.015
H 2.82551 3.91542 2.56590 0.006 -0.013 -0.007
H 0.00699 4.96101 3.07404 0.006 -0.014 -0.025
H 1.22534 4.53513 4.25995 -0.023 0.013 -0.012
H -0.85246 2.77959 3.22656 -0.022 -0.003 0.027
H 0.50176 2.28457 4.25287 0.034 0.009 0.032
Cl -2.52162 -0.62567 1.77328 -0.124 0.082 0.308
```
Positions in Å, forces in eV/Å.

Output
Total charge   +2
LUMO   -6.12 eV
Relative energy (zero: lowest compared OMol25 entry of this formula, charge and spin)   7.4 kcal/mol
Kohn-Sham gap   6.98 eV
Strongest force on any atom   0.434 eV/A

What are the calculated total energy values for these records? In order: -74761.019 -124309.523 eV.